Density functional theory data (the ωB97M-V functional and the def2-TZVPD basis) for a molecular structure, C18H35N8O3Pd at a distorted geometry.

Calculated values
* HOMO-LUMO gap (spin up / spin down): 3.249 / 3.251 eV
* LUMO level (spin up / spin down): -0.1040 / -0.1040 Eh
* charge: +1

Last column: Löwdin charge in e.
Element x y z (Å)
H (-1.09, 3.17, 3.84)  0.12
C (0.19, -3.06, 3.17)  -0.17
N (-1.00, 3.68, 0.67)  -0.07
H (2.76, -1.07, -4.50)  0.12
N (1.08, 1.94, -5.02)  0.10
Pd (0.61, -1.59, 0.89)  0.53
H (-0.96, 3.95, -6.35)  0.11
C (-1.89, -4.42, 2.38)  -0.02
H (-0.43, -3.80, 5.10)  0.16
H (-2.43, 1.83, 2.24)  0.14
H (-2.91, -4.67, -0.81)  0.09
C (-1.35, 2.33, 0.41)  -0.22
C (-2.43, -4.30, 0.06)  -0.06
C (2.12, 0.89, -5.15)  -0.13
H (0.59, 3.44, 3.50)  0.14
H (1.03, -3.77, 3.03)  0.13
H (-0.20, 0.65, -7.00)  0.14
N (-0.36, 1.68, 2.47)  0.04
C (2.74, 0.07, -2.64)  -0.18
H (-3.40, -5.65, 1.45)  0.11
H (-1.37, 1.92, -7.21)  0.13
N (-0.24, -2.95, 4.54)  0.06
H (1.37, -2.14, -1.87)  0.09
C (0.07, 2.31, -5.83)  -0.39
H (0.29, -1.57, 7.20)  0.08
C (-0.90, -3.47, 2.18)  -0.29
H (3.67, -0.51, -2.46)  0.13
C (-0.60, -1.69, 6.62)  0.00
C (2.05, 0.70, -0.23)  -0.57
H (3.11, 1.43, -5.25)  0.14
O (1.85, 0.02, 0.90)  -0.25
H (1.13, -0.53, -3.93)  0.10
N (-0.44, 3.56, -5.60)  0.19
H (-0.57, 1.87, -0.27)  0.11
C (1.69, -0.12, -1.53)  -0.29
H (0.27, 4.76, 1.87)  0.11
H (0.55, 1.53, 1.92)  0.17
H (3.10, 1.09, -2.69)  0.10
H (-2.24, 2.25, -0.23)  0.12
N (1.46, -1.53, -1.02)  -0.08
H (-2.01, -4.91, 3.32)  0.10
H (-1.28, 4.43, 0.02)  0.14
H (-0.30, 0.98, 3.28)  0.16
C (2.18, -0.24, -4.02)  -0.19
C (-2.62, -4.89, 1.31)  -0.07
H (2.31, -1.90, -0.58)  0.07
H (0.20, 4.20, -5.23)  0.11
H (-1.22, -0.82, 6.75)  0.07
C (-1.56, 1.47, 1.65)  -0.13
O (2.58, 1.85, -0.34)  -0.04
C (-0.64, 4.16, 1.94)  -0.22
H (0.66, 0.21, -1.94)  0.14
H (1.31, 2.69, -4.39)  0.15
H (-1.20, -2.58, 6.90)  0.09
N (-0.52, 1.60, -6.79)  0.22
N (-0.76, -2.96, 0.99)  -0.11
H (-1.41, 4.86, 2.31)  0.12
C (-1.59, -3.20, -0.04)  -0.12
O (0.06, -0.69, 4.57)  0.01
H (-1.55, 0.35, 1.50)  0.11
C (-0.36, 3.10, 3.03)  -0.09
C (-0.20, -1.73, 5.15)  -0.52
H (0.47, -2.01, 2.81)  0.04
H (-1.46, -2.54, -0.87)  0.09
H (2.00, 0.35, -6.14)  0.12